# 1
The following is a quantum chemistry calculation of an isolated molecule of C5H6F2S at a distorted geometry, from the Open Molecules 2025 dataset.

Its SMILES is C/C(F)=C(/C=S)CF. The energy above the lowest of the compared OMol25 structures with the same formula, charge and spin comes out at 13.6 kcal per mole. Its frontier orbital gap is 0.2970 Ha. The largest force on an atom is 1.17 eV/A.

The geometry in XYZ format:
```
14
Properties=species:S:1:pos:R:3:forces:R:3:mulliken_charge:R:1
C -0.509 0.145 -1.935 -0.56 1.03 0.02 -1.077
C -0.368 0.713 -0.555 0.00 -0.24 0.10 0.618
F -0.792 1.992 -0.495 0.06 -0.07 -0.01 -0.279
C 0.087 0.147 0.583 -0.11 0.11 -0.39 0.399
C 0.119 0.934 1.797 0.31 -0.63 0.63 -0.587
S 0.641 0.400 3.250 -0.11 0.05 -0.43 -0.249
C 0.583 -1.276 0.664 0.14 0.40 -0.21 -0.529
F 0.508 -1.922 -0.567 0.12 0.02 0.06 -0.309
H -1.168 -0.711 -1.930 -0.13 -0.19 -0.04 0.292
H 0.443 -0.162 -2.315 0.53 -0.25 -0.22 0.302
H -0.921 0.929 -2.601 0.19 -0.44 0.42 0.359
H -0.236 1.943 1.735 -0.18 0.45 -0.19 0.362
H 1.619 -1.284 1.009 0.00 -0.06 -0.09 0.346
H -0.007 -1.847 1.361 -0.25 -0.17 0.34 0.353
```
Forces are in eV/Å.

---

# 2
The following is a quantum chemistry calculation of a cluster of 10 separate species, C13H46N4O10 in total at a distorted geometry, from the Open Molecules 2025 dataset.

Its SMILES is NC(N)=O.NC(N)=O.CCO.CCO.CCO.CO.CO.CO.CO.CO. The energy above the lowest of the compared OMol25 structures with the same formula, charge and spin comes out at 11.6 kcal per mole. Its frontier orbital gap is 0.3516 Ha. The largest force on an atom is 7.84 eV/A.

The geometry in XYZ format:
```
73
Properties=species:S:1:pos:R:3:forces:R:3:mulliken_charge:R:1
N -1.591 3.979 0.882 -0.96 0.98 -3.91 -0.626
C -1.330 2.654 0.866 1.58 -2.19 -5.38 0.268
N -1.039 2.177 2.065 0.06 -2.41 -0.41 -0.485
O -1.140 1.979 -0.294 -1.45 3.33 6.01 -0.323
H -1.869 4.291 -0.094 0.46 -0.07 2.00 0.285
H -1.762 4.558 1.675 -0.59 -0.06 0.40 0.223
H -0.862 1.178 2.084 -0.05 -0.43 0.60 0.161
H -0.978 2.687 2.901 -0.77 0.69 1.02 0.354
N 1.083 4.855 1.424 -0.14 2.94 -1.76 -0.484
C 2.043 4.184 1.999 7.52 0.19 2.18 0.392
N 1.618 3.053 2.609 0.15 -1.04 0.87 -0.447
O 3.340 4.578 2.041 -6.36 -1.72 -0.39 -0.710
H 1.461 5.671 0.925 -0.73 -0.38 0.38 0.296
H 0.143 4.518 1.245 0.16 0.18 0.04 0.448
H 2.271 2.520 3.238 -1.16 0.99 -1.10 0.246
H 0.631 2.759 2.391 1.74 0.14 0.83 0.204
C -2.600 -1.494 2.285 -0.29 0.41 1.20 -1.395
C -1.253 -1.312 1.541 -1.41 -1.46 0.65 1.170
O -0.463 -0.656 2.471 1.71 2.27 0.10 -0.769
H -2.613 -2.040 3.307 0.57 0.40 -1.90 0.270
H -3.367 -1.914 1.631 -0.04 -0.01 0.16 0.308
H -2.913 -0.459 2.612 0.10 -0.87 -0.66 0.303
H -1.440 -0.809 0.586 0.17 0.42 0.23 -0.342
H -0.713 -2.225 1.304 -0.50 -0.59 -0.27 0.263
H 0.298 -0.218 1.993 -0.31 -0.79 0.57 0.418
C 1.912 -1.091 -0.110 0.17 -0.71 -0.88 -1.044
C 2.278 0.316 0.290 0.18 -0.76 -1.96 0.739
O 1.601 0.644 1.448 -0.37 0.63 1.06 -0.666
H 1.953 -1.836 0.657 -0.53 -0.11 1.06 0.019
H 2.623 -1.551 -0.775 0.67 0.34 -0.69 0.617
H 0.979 -1.126 -0.696 0.01 0.04 0.70 0.012
H 1.916 0.853 -0.585 -0.05 0.80 0.17 -0.420
H 3.350 0.512 0.348 0.10 -0.24 0.34 0.432
H 1.658 1.600 1.639 0.29 -0.61 -0.42 0.462
C -3.521 -0.896 -3.133 -0.13 -1.11 -0.89 -1.503
C -2.204 -0.220 -3.026 0.11 1.24 -1.28 -0.003
O -1.564 -0.351 -1.810 0.16 -2.26 1.16 -0.282
H -3.965 -0.608 -4.098 -0.24 0.34 0.51 0.429
H -4.148 -0.670 -2.266 -0.15 -0.26 -0.33 0.281
H -3.355 -1.989 -3.317 -0.29 0.72 0.77 0.252
H -2.253 0.864 -2.949 -1.04 0.59 -1.81 0.533
H -1.582 -0.542 -3.903 -0.29 0.25 0.69 0.112
H -0.868 0.293 -1.966 1.11 0.16 1.06 0.230
C 1.132 -4.760 -0.302 -0.19 -0.42 1.15 -0.177
O 1.580 -4.323 -1.556 0.19 -0.27 0.12 -0.565
H 1.153 -3.932 0.456 -0.05 -0.66 -0.57 -0.137
H 1.888 -5.493 -0.051 -0.30 -0.48 0.74 0.372
H 0.077 -5.180 -0.317 1.26 0.29 -0.04 0.146
H 0.895 -3.710 -1.715 -1.09 1.57 -1.43 0.316
C 1.741 -3.574 3.076 0.31 -2.55 -0.39 -0.046
O 1.961 -3.752 4.455 -0.01 -0.12 0.35 -0.578
H 1.336 -2.634 2.896 -0.60 1.76 -0.74 -0.150
H 1.071 -4.348 2.659 -0.23 0.30 0.55 0.216
H 2.651 -3.789 2.524 0.48 0.56 -0.11 0.292
H 1.742 -2.912 4.854 0.00 0.06 0.39 0.334
C 2.413 3.506 -1.468 0.66 0.93 -0.75 -0.635
O 1.128 3.916 -1.183 -1.66 -0.07 -0.12 -0.593
H 3.024 3.400 -0.605 0.65 0.05 0.93 0.316
H 2.812 4.281 -2.109 0.82 -0.26 -0.45 0.248
H 2.373 2.554 -1.921 0.36 -1.01 -0.93 0.214
H 1.157 4.215 -0.286 -0.37 0.17 0.50 0.437
C 0.585 0.953 -4.023 1.86 -0.27 -1.15 -0.925
O 0.497 1.014 -2.648 -0.53 0.16 1.64 -0.399
H -0.335 1.012 -4.594 -0.44 -0.61 0.29 0.332
H 1.240 0.068 -4.231 -0.98 0.55 -0.43 0.316
H 1.112 1.818 -4.365 0.75 0.60 -0.44 0.340
H 0.682 1.892 -2.293 -0.45 0.06 -0.08 0.110
C -2.854 -3.387 -1.043 -1.06 -1.00 0.13 -0.913
O -1.541 -3.006 -1.161 1.06 0.28 -0.42 -0.203
H -2.923 -4.001 -0.167 -0.36 -0.88 0.26 0.336
H -3.210 -3.886 -1.965 -0.16 -0.04 0.54 0.281
H -3.473 -2.529 -0.827 -0.50 0.34 -0.10 0.303
H -1.681 -2.130 -1.522 1.41 1.01 -0.17 0.180
```
Forces are in eV/Å.

---

# 3
The following is a quantum chemistry calculation of a cluster of 10 separate species, C47H123N9O14 in total at a distorted geometry, from the Open Molecules 2025 dataset.

Its SMILES is COC[C@H](C)N.COC[C@H](C)N.COC[C@H](C)N.COC[C@H](C)N.COC[C@H](C)N.COCCNCCOC.COCCNCCOC.COCCNCCOC.COCCNCCOC.CC(C)O. The energy above the lowest of the compared OMol25 structures with the same formula, charge and spin comes out at 97.1 kcal per mole. Its frontier orbital gap is 0.3224 Ha. The largest force on an atom is 3.28 eV/A.

The geometry in XYZ format:
```
193
Properties=species:S:1:pos:R:3:forces:R:3:mulliken_charge:R:1
C 15.391 17.767 18.592 -0.29 -2.74 -0.37 -0.687
O 14.323 16.793 18.335 1.00 1.50 0.05 -0.399
C 13.160 17.496 17.980 -0.12 0.34 -1.19 0.240
C 12.213 16.500 17.359 -2.04 -0.17 -0.48 0.958
C 11.014 17.109 16.536 1.52 -0.94 -1.42 -1.510
N 11.651 15.604 18.366 1.06 -0.96 0.51 -0.718
H 16.219 17.158 18.929 0.29 -0.02 0.11 0.431
H 15.085 18.385 19.382 -0.38 1.24 1.03 0.488
H 15.706 18.305 17.714 -0.23 0.36 -0.51 -0.014
H 12.729 17.997 18.830 -0.40 0.05 0.70 0.066
H 13.368 18.309 17.265 0.30 -0.11 -0.14 -0.106
H 12.833 15.901 16.687 -0.13 -0.13 -0.07 -0.223
H 10.414 17.706 17.170 -0.75 0.69 0.62 0.552
H 10.332 16.378 15.968 1.30 0.68 1.16 0.352
H 11.496 17.741 15.764 -0.57 0.04 0.27 -0.006
H 12.487 15.103 18.730 -1.10 0.34 0.24 0.381
H 11.201 16.112 19.142 0.49 -0.24 -0.55 0.312
C 18.897 17.443 15.199 2.54 0.95 -0.51 -0.853
O 20.194 17.582 14.484 -0.74 0.09 0.62 -0.325
C 21.341 17.089 15.206 -1.91 -1.51 0.69 -0.794
C 22.451 18.058 15.404 -1.21 2.03 0.69 0.157
C 22.076 19.197 16.386 0.58 0.07 -0.73 -0.386
N 22.812 18.784 14.207 0.61 0.07 1.24 -0.601
H 18.702 16.440 15.492 -0.10 -0.99 -0.08 0.812
H 18.178 17.863 14.541 -0.76 0.10 -0.70 -0.252
H 18.940 18.066 16.075 0.00 0.34 0.59 0.392
H 20.966 16.791 16.222 0.46 -0.09 -0.67 0.389
H 21.663 16.183 14.664 0.11 0.18 0.23 0.292
H 23.235 17.530 15.889 1.16 -0.60 -0.13 0.591
H 21.228 19.762 15.931 0.46 -0.54 0.99 -0.489
H 22.962 19.848 16.281 -0.49 0.00 0.54 0.389
H 21.988 18.853 17.429 -0.45 0.27 -0.32 0.404
H 23.538 18.362 13.711 0.97 -0.76 -1.19 0.239
H 21.993 18.906 13.681 -0.95 0.25 -1.28 0.106
C 10.945 24.553 16.233 -0.30 -1.30 -0.36 0.010
O 11.606 24.632 15.003 0.69 0.70 0.09 -0.370
C 13.012 24.575 15.223 -0.30 1.05 -1.22 0.242
C 13.616 24.647 13.789 0.91 1.35 1.77 0.559
C 15.141 24.523 13.799 -1.72 -0.72 1.81 -1.150
N 13.214 25.888 13.098 -0.43 -0.62 0.44 -0.810
H 11.189 23.579 16.645 0.20 0.07 0.69 -0.429
H 9.906 24.488 15.987 -0.83 0.42 0.11 0.419
H 11.154 25.335 16.950 0.19 0.47 0.02 0.343
H 13.335 25.432 15.831 -0.01 0.17 -0.11 0.480
H 13.215 23.691 15.830 0.49 -0.45 -0.39 -0.516
H 13.330 23.741 13.373 -1.33 -1.65 -1.48 0.110
H 15.287 23.547 14.296 0.62 0.52 0.09 -0.193
H 15.545 25.368 14.327 0.63 0.17 0.21 0.394
H 15.506 24.424 12.825 0.72 0.14 -1.60 0.608
H 13.557 25.820 12.149 -0.16 0.20 -0.10 0.278
H 12.191 26.018 13.081 0.76 -0.32 0.01 0.285
C 7.820 19.337 14.688 0.41 0.06 -0.11 -0.735
O 8.865 19.962 13.915 -1.28 -0.84 -0.46 -0.190
C 9.033 19.208 12.703 0.63 2.58 0.46 -1.037
C 10.039 19.901 11.794 -0.47 1.97 1.69 2.128
C 9.872 21.438 11.703 1.15 0.08 -1.70 -1.517
N 9.952 19.232 10.589 0.27 -1.73 -1.85 -0.637
H 8.288 18.469 15.190 -0.53 0.27 0.13 0.187
H 6.985 18.960 14.041 0.62 0.45 0.46 0.361
H 7.426 20.081 15.414 0.32 -0.58 -0.40 0.223
H 9.462 18.273 12.895 0.28 -1.80 0.50 0.501
H 8.108 19.107 12.161 -0.69 -0.07 -0.09 0.425
H 11.023 19.719 12.176 0.67 -0.14 0.48 -1.020
H 10.783 21.932 11.205 -1.06 -0.90 0.70 0.262
H 9.761 21.888 12.661 -0.27 0.40 0.73 0.303
H 9.040 21.693 11.025 -0.03 -0.08 0.47 0.351
H 9.185 19.488 10.006 -0.52 0.29 -0.33 0.259
H 10.802 19.282 10.080 0.62 -0.04 -0.67 0.217
C 19.499 13.066 16.515 0.71 -1.29 -1.48 -0.913
O 18.531 13.966 16.038 0.19 0.59 0.73 -0.079
C 17.304 13.329 15.721 0.19 -0.79 0.67 -1.439
C 16.374 14.379 15.171 0.35 -0.57 -1.23 1.085
C 16.041 15.445 16.147 -0.63 0.89 -1.07 -1.343
N 15.269 13.651 14.569 0.00 -0.50 0.38 -0.136
H 20.542 13.432 16.483 -0.75 0.74 0.26 0.220
H 19.532 12.328 15.681 0.13 -0.58 0.99 0.382
H 19.325 12.599 17.512 -0.31 0.35 -0.67 0.293
H 17.386 12.613 14.876 0.43 -0.01 0.65 0.475
H 16.936 12.781 16.648 0.05 0.56 -0.99 0.376
H 16.992 14.785 14.351 -0.33 0.16 0.05 -0.106
H 15.643 16.337 15.661 -0.05 0.13 -0.37 -0.243
H 16.919 15.768 16.642 0.73 0.15 1.01 0.848
H 15.240 15.142 16.768 -0.44 -0.47 1.18 0.565
H 14.662 13.238 15.276 -0.08 0.22 -0.43 0.047
H 14.746 14.123 13.853 -0.23 0.43 0.22 -0.052
C 15.017 18.102 10.095 0.22 0.98 -0.33 -0.262
O 13.950 19.101 10.155 0.89 -1.52 0.94 -0.299
C 14.049 20.073 9.159 -0.59 -0.14 0.47 -0.876
C 14.898 21.269 9.457 1.47 0.08 -2.02 -0.664
N 16.337 21.017 9.093 -1.08 0.87 1.38 0.280
C 16.737 21.392 7.756 1.68 -1.33 0.75 -1.015
C 18.226 21.063 7.602 -0.63 -0.07 1.16 -0.400
O 19.043 22.079 8.194 0.03 -0.45 -0.48 -0.357
C 20.428 21.904 7.926 -0.92 -1.03 0.55 -0.996
H 14.668 17.101 9.758 -0.07 0.73 0.05 0.206
H 15.474 18.003 11.086 -0.20 0.04 -0.13 -0.204
H 15.799 18.523 9.417 -0.43 -0.69 0.46 0.384
H 13.065 20.405 9.016 -1.78 0.79 0.08 0.516
H 14.208 19.563 8.246 1.06 -0.24 -1.40 0.395
H 14.856 21.497 10.485 -0.13 0.09 1.38 0.290
H 14.455 22.156 8.937 0.47 -0.48 0.09 0.322
H 16.930 21.406 9.835 -0.13 0.00 -0.77 -0.020
H 16.628 22.371 7.409 -0.64 2.13 0.01 0.402
H 16.184 20.778 7.085 -0.42 -0.69 -0.75 0.464
H 18.485 20.923 6.579 0.31 -0.08 -1.01 0.552
H 18.306 20.116 8.153 0.65 -0.03 -0.21 0.146
H 20.795 20.900 8.051 -0.16 -0.86 1.26 0.346
H 20.968 22.589 8.513 0.61 0.77 0.86 0.326
H 20.754 21.978 6.936 -0.27 1.15 -2.23 0.426
C 12.612 16.786 13.154 -1.29 -0.55 -2.55 0.440
O 12.876 15.381 13.058 -0.21 -0.19 -0.69 0.190
C 12.421 14.757 11.840 0.92 0.30 0.04 -0.808
C 12.773 13.274 11.849 -0.26 1.45 1.12 -0.738
N 12.014 12.642 12.911 0.55 -2.31 -1.76 -0.373
C 12.573 11.344 13.324 -1.25 -0.08 -0.77 -0.422
C 12.029 10.990 14.679 0.84 -1.03 -0.53 -0.953
O 12.721 11.796 15.602 -0.08 0.09 0.14 -0.272
C 11.929 12.101 16.704 -1.20 0.52 -0.24 -0.891
H 12.967 17.021 14.132 0.43 0.83 0.34 -0.397
H 11.488 16.985 13.076 1.22 -0.24 0.30 0.097
H 13.052 17.341 12.231 -0.25 -0.60 1.81 -0.180
H 12.873 15.275 10.959 -0.34 -0.27 0.52 0.267
H 11.349 14.768 11.790 -0.80 0.58 -0.12 0.414
H 13.842 13.195 12.026 0.45 -0.32 -0.30 0.362
H 12.474 12.894 10.883 0.16 -0.42 -0.34 0.431
H 11.928 13.176 13.705 0.11 2.01 1.95 0.280
H 13.664 11.321 13.438 0.03 0.10 -0.47 0.275
H 12.188 10.644 12.555 0.71 -0.16 0.50 0.355
H 12.192 9.944 14.918 0.60 -0.48 0.00 0.484
H 10.958 11.006 14.704 -0.91 1.08 0.20 0.457
H 11.483 11.220 17.171 -0.02 -0.01 0.01 0.398
H 11.165 12.832 16.417 -0.55 -0.38 -0.13 0.385
H 12.454 12.673 17.417 1.25 0.24 0.96 0.190
C 18.713 21.033 16.746 -0.43 0.18 0.65 -0.575
O 19.598 20.970 15.698 0.44 0.81 -1.91 -0.390
C 19.303 21.840 14.599 -0.29 -0.19 -0.47 0.296
C 20.320 21.507 13.505 0.11 -0.80 1.78 -1.544
N 20.039 20.280 12.845 0.33 0.61 -1.64 0.168
C 19.083 20.389 11.785 -1.03 -0.06 -0.33 -0.210
C 18.812 19.048 11.145 0.66 1.94 -2.39 -0.237
O 17.989 18.342 11.950 -1.30 -1.91 0.83 0.634
C 17.943 16.941 11.636 0.30 0.13 0.94 -0.972
H 17.739 20.623 16.508 -0.39 -0.19 -0.18 -0.152
H 18.545 22.075 17.067 0.19 -0.18 0.27 0.337
H 19.183 20.417 17.508 -0.19 0.18 0.54 0.381
H 19.282 22.908 14.896 0.22 -0.42 0.11 0.511
H 18.329 21.601 14.141 -0.17 0.09 0.55 -0.224
H 21.271 21.389 14.026 0.33 0.42 -0.26 0.359
H 20.346 22.220 12.722 0.27 1.28 -0.43 0.606
H 19.969 19.475 13.391 -0.39 -1.39 1.26 0.018
H 19.498 21.008 10.990 -0.06 0.44 0.02 0.616
H 18.090 20.790 12.109 0.43 0.14 -0.20 -0.270
H 19.816 18.674 11.036 0.52 -1.10 -0.07 0.329
H 18.412 19.189 10.055 0.27 -0.27 1.75 -0.490
H 18.883 16.471 12.025 -0.59 0.21 -0.58 0.257
H 17.837 16.819 10.539 -0.06 -0.22 0.58 0.414
H 17.100 16.492 12.225 0.58 0.43 -0.79 0.031
C 9.954 21.283 16.655 0.88 -0.33 -0.91 -0.538
O 11.070 21.563 17.482 0.18 -0.64 1.35 -0.484
C 11.235 20.474 18.426 -0.32 1.36 0.14 0.055
C 12.385 20.738 19.376 1.09 1.35 -2.06 -1.129
N 13.513 21.434 18.672 -0.93 -2.14 0.66 0.446
C 14.546 21.716 19.587 2.79 -0.56 1.63 -1.403
C 15.718 22.361 18.902 -1.85 -1.07 -2.30 0.655
O 15.041 23.476 18.340 0.44 0.49 0.36 -0.407
C 15.896 24.208 17.548 0.52 1.64 -0.30 -0.835
H 9.796 22.211 16.052 -0.27 -1.11 0.40 0.130
H 9.152 21.033 17.340 -0.80 0.12 -0.32 0.450
H 10.165 20.382 15.976 -0.32 1.26 0.75 0.078
H 11.268 19.618 17.806 0.63 -1.35 -0.33 -0.293
H 10.386 20.337 19.120 -0.42 0.26 -0.60 0.415
H 12.853 19.819 19.690 -0.40 -0.33 0.75 0.497
H 12.002 21.385 20.167 0.17 -0.28 0.47 0.426
H 13.223 22.295 18.291 -0.63 0.98 -0.68 0.001
H 14.954 20.885 20.172 -0.41 -0.89 -0.57 0.673
H 14.359 22.374 20.423 -1.03 0.84 0.28 0.345
H 16.112 21.765 18.042 -0.28 0.04 0.64 -0.784
H 16.548 22.564 19.526 0.73 0.81 0.99 0.632
H 15.691 25.279 17.596 -0.19 0.07 0.39 0.295
H 15.876 24.003 16.504 -0.35 -0.83 -1.04 0.128
H 16.908 24.055 17.857 0.91 0.09 0.29 0.466
C 13.419 20.344 14.779 -1.43 -0.43 0.03 0.768
C 14.848 19.905 14.989 -0.23 -0.43 -1.61 2.396
C 15.736 20.177 13.757 0.66 0.51 1.45 -0.628
O 15.325 20.586 16.122 0.48 -0.20 0.55 1.012
H 12.897 19.973 13.876 0.63 0.11 0.16 -0.181
H 13.351 21.433 14.798 0.11 0.08 -0.16 -0.610
H 12.768 20.003 15.608 0.35 0.12 -0.09 -0.650
H 14.922 18.791 15.043 -0.26 0.43 0.72 -1.602
H 16.764 19.887 13.992 -0.07 -0.03 -0.06 -0.307
H 15.769 21.206 13.435 -0.15 0.70 0.20 0.261
H 15.440 19.633 12.897 -0.54 -0.89 -0.69 -0.126
H 14.660 20.576 16.843 0.12 0.08 -0.38 -0.507
```
Forces are in eV/Å.

---

Look up the frontier orbital gap of the second one.
0.3516 Ha